[1]
{
  "formula": "C47H71BN8O10",
  "method": "ωB97M-V/def2-TZVPD",
  "spin_multiplicity": 1,
  "orbital_gap_ev": 6.9,
  "relative_energy_kcal_mol": 130.4,
  "species": ["C", "C", "C", "C", "N", "C", "C", "C", "C", "C", "C", "C", "H", "H", "H", "H", "H", "H", "H", "H", "H", "H", "H", "H", "H", "H", "H", "H", "H", "H", "H", "H", "H", "H", "H", "H", "O", "C", "O", "B", "O", "C", "O", "O", "C", "O", "C", "O", "O", "N", "C", "C", "C", "C", "H", "H", "H", "H", "H", "N", "C", "C", "C", "C", "H", "H", "H", "H", "H", "N", "C", "C", "C", "C", "H", "H", "H", "H", "H", "N", "C", "C", "C", "C", "H", "H", "H", "H", "H", "N", "C", "C", "C", "C", "H", "H", "H", "H", "H", "N", "C", "C", "C", "C", "H", "H", "H", "H", "H", "N", "C", "C", "C", "C", "H", "H", "H", "H", "H", "C", "C", "O", "H", "H", "H", "H", "H", "H", "C", "C", "O", "H", "H", "H", "H", "H", "H"],
  "coordinates": [[-9.597, -0.983, -5.295], [-8.317, -1.433, -4.588], [-7.024, -0.813, -5.177], [-5.639, -1.456, -4.982], [-4.581, -0.793, -5.919], [-3.237, -1.596, -5.690], [-2.983, -2.394, -6.997], [-3.622, -1.545, -8.062], [-4.937, -1.011, -7.383], [-4.367, 0.717, -5.605], [-3.374, 1.498, -6.528], [-2.940, 2.898, -6.046], [-10.492, -1.439, -4.872], [-9.501, -1.304, -6.332], [-9.626, 0.105, -5.235], [-8.247, -2.520, -4.551], [-8.566, -1.165, -3.561], [-7.094, 0.274, -5.136], [-7.299, -0.985, -6.217], [-5.690, -2.518, -5.221], [-5.366, -1.188, -3.961], [-2.433, -0.921, -5.397], [-3.424, -2.299, -4.877], [-1.915, -2.542, -7.161], [-3.406, -3.383, -6.824], [-2.931, -0.761, -8.369], [-3.623, -2.097, -9.002], [-5.412, -0.086, -7.707], [-5.771, -1.700, -7.520], [-3.909, 0.727, -4.616], [-5.317, 1.240, -5.500], [-3.543, 1.391, -7.600], [-2.454, 0.916, -6.480], [-3.656, 3.579, -6.507], [-2.089, 3.326, -6.576], [-2.839, 2.946, -4.962], [-1.880, -3.146, 0.467], [-1.117, -2.333, 0.989], [-0.124, -1.714, 0.406], [0.267, -0.562, 1.252], [-0.428, -0.735, 2.504], [-1.260, -1.742, 2.416], [-2.084, -2.076, 3.280], [1.734, -0.499, 1.372], [2.196, 0.729, 1.192], [3.378, 1.116, 1.304], [1.041, 1.502, 0.611], [-0.043, 0.731, 0.618], [1.114, 2.600, 0.091], [2.008, 11.720, -0.166], [1.174, 10.731, -0.662], [0.448, 11.262, -1.667], [0.536, 12.594, -1.648], [1.533, 12.939, -0.729], [2.652, 11.677, 0.610], [1.329, 9.699, -0.385], [-0.279, 10.755, -2.284], [-0.127, 13.264, -2.176], [1.981, 13.847, -0.353], [-6.282, -4.971, 10.455], [-6.325, -3.604, 10.428], [-7.257, -3.211, 11.334], [-7.741, -4.367, 11.959], [-7.222, -5.445, 11.340], [-5.705, -5.541, 9.853], [-5.716, -3.137, 9.668], [-7.535, -2.183, 11.513], [-8.665, -4.439, 12.513], [-7.444, -6.502, 11.373], [12.181, 0.956, -0.525], [10.994, 0.230, -0.609], [11.403, -0.979, -1.197], [12.794, -1.050, -1.229], [13.214, 0.227, -1.028], [12.310, 1.912, -0.224], [10.091, 0.754, -0.331], [10.749, -1.800, -1.455], [13.258, -1.966, -1.563], [14.224, 0.541, -0.807], [-8.693, -3.998, 4.547], [-9.777, -3.831, 5.358], [-10.813, -4.662, 4.880], [-10.376, -5.193, 3.641], [-9.028, -4.853, 3.461], [-7.765, -3.777, 4.879], [-9.656, -3.162, 6.197], [-11.790, -4.850, 5.300], [-10.986, -5.764, 2.957], [-8.259, -5.347, 2.884], [1.187, -6.647, -3.373], [2.234, -6.722, -4.202], [2.049, -7.728, -5.078], [0.803, -8.365, -4.793], [0.379, -7.701, -3.677], [1.046, -6.003, -2.608], [3.090, -6.081, -4.055], [2.691, -7.987, -5.906], [0.357, -9.173, -5.353], [-0.474, -7.883, -3.040], [6.306, 7.141, -3.429], [7.054, 6.045, -3.263], [7.876, 6.044, -4.412], [7.608, 7.118, -5.183], [6.667, 7.867, -4.482], [5.537, 7.294, -2.792], [7.037, 5.368, -2.422], [8.511, 5.216, -4.691], [8.178, 7.301, -6.082], [6.313, 8.870, -4.668], [3.548, -2.215, 10.358], [4.457, -1.584, 9.626], [3.921, -1.170, 8.430], [2.579, -1.606, 8.456], [2.365, -2.125, 9.702], [3.699, -2.624, 11.269], [5.458, -1.541, 10.029], [4.419, -0.660, 7.619], [1.820, -1.521, 7.692], [1.394, -2.401, 10.087], [5.917, -7.634, 1.361], [5.792, -6.121, 1.629], [4.493, -5.599, 1.458], [5.126, -8.236, 1.809], [6.821, -8.093, 1.760], [5.905, -7.706, 0.274], [6.492, -5.524, 1.045], [5.941, -6.053, 2.707], [4.257, -4.926, 2.100], [4.969, 7.888, 4.244], [5.854, 9.131, 4.402], [5.211, 10.300, 4.644], [5.593, 7.060, 3.909], [4.140, 8.045, 3.553], [4.622, 7.366, 5.135], [6.370, 9.335, 3.463], [6.653, 8.928, 5.114], [4.727, 10.281, 5.473]]
}

[2]
{
  "formula": "C36H52BiCl3N6O4Se2Si2",
  "method": "ωB97M-V/def2-TZVPD",
  "charge": -2,
  "spin_multiplicity": 1,
  "orbital_gap_ev": 4.6,
  "relative_energy_kcal_mol": 0.0,
  "species": ["Bi", "O", "C", "C", "C", "O", "C", "Se", "C", "Se", "H", "H", "H", "H", "H", "H", "H", "H", "H", "H", "C", "C", "N", "C", "C", "C", "O", "C", "C", "C", "C", "N", "C", "H", "H", "H", "H", "H", "H", "H", "H", "H", "H", "H", "H", "H", "H", "O", "Cl", "C", "Cl", "Cl", "C", "N", "C", "Si", "C", "C", "C", "Si", "C", "C", "C", "H", "H", "H", "H", "H", "H", "H", "H", "H", "H", "H", "H", "H", "H", "H", "H", "H", "H", "H", "N", "C", "C", "C", "C", "C", "C", "N", "C", "C", "C", "C", "N", "C", "C", "H", "H", "H", "H", "H", "H", "H", "H", "H"],
  "coordinates": [[0.406, 0.776, -0.118], [-3.477, -0.489, -3.053], [-3.763, -0.075, -1.702], [-3.906, 1.442, -1.580], [-5.156, 1.931, -2.334], [-5.305, 1.404, -3.650], [-2.697, 2.156, -2.251], [-0.971, 1.240, -2.548], [-4.104, 1.885, -0.118], [-2.934, 1.170, 1.290], [-2.538, -0.239, -3.175], [-2.960, -0.398, -1.037], [-4.676, -0.590, -1.396], [-5.096, 3.027, -2.394], [-6.061, 1.686, -1.764], [-4.746, 0.605, -3.687], [-2.501, 3.093, -1.727], [-2.983, 2.424, -3.269], [-5.138, 1.676, 0.165], [-3.993, 2.976, -0.107], [-0.599, -1.793, 7.011], [0.001, -0.500, 6.479], [1.352, -0.257, 6.971], [1.507, 0.159, 8.358], [2.159, -0.909, 9.226], [2.464, -0.217, 6.181], [3.544, 0.153, 6.620], [2.285, -0.689, 4.771], [2.397, -2.036, 4.452], [2.180, -2.433, 3.146], [1.812, -1.477, 2.204], [1.684, -0.189, 2.519], [1.950, 0.202, 3.760], [-1.613, -1.920, 6.631], [-0.642, -1.794, 8.102], [-0.002, -2.648, 6.690], [-0.623, 0.352, 6.764], [0.018, -0.517, 5.393], [0.513, 0.405, 8.737], [2.111, 1.067, 8.382], [1.566, -1.825, 9.232], [2.259, -0.557, 10.255], [3.152, -1.139, 8.843], [2.652, -2.757, 5.221], [2.273, -3.470, 2.853], [1.600, -1.713, 1.156], [1.820, 1.258, 3.972], [1.214, -0.939, -0.636], [-1.257, 5.587, 4.157], [-2.229, 4.272, 3.428], [-2.765, 4.767, 1.847], [-3.648, 3.969, 4.484], [-1.393, 3.065, 3.470], [-0.578, 2.285, 3.680], [2.682, 5.269, -1.367], [1.748, 3.947, -0.370], [-0.064, 4.313, -0.752], [2.002, 4.371, 1.451], [2.223, 2.223, -0.802], [3.923, 1.620, -0.390], [4.245, -0.200, -0.711], [5.235, 2.506, -1.446], [4.428, 1.909, 1.408], [2.325, 6.274, -1.121], [2.520, 5.108, -2.437], [3.759, 5.234, -1.188], [-0.307, 5.339, -0.457], [-0.760, 3.640, -0.245], [-0.226, 4.209, -1.828], [1.474, 5.301, 1.683], [3.053, 4.506, 1.711], [1.591, 3.587, 2.094], [2.125, 2.140, -1.890], [4.026, -0.459, -1.749], [3.593, -0.830, -0.104], [5.296, -0.428, -0.504], [5.032, 2.336, -2.507], [6.237, 2.123, -1.227], [5.240, 3.586, -1.277], [3.651, 1.564, 2.090], [4.631, 2.959, 1.627], [5.339, 1.339, 1.614], [3.946, -2.581, -7.714], [4.259, -3.789, -8.293], [4.780, -4.138, -9.533], [4.965, -5.489, -9.775], [4.641, -6.454, -8.811], [4.122, -6.096, -7.579], [3.928, -4.742, -7.317], [3.432, -4.120, -6.187], [3.455, -2.842, -6.456], [3.019, -1.765, -5.556], [3.135, -0.423, -5.912], [2.695, 0.537, -5.016], [2.170, 0.253, -3.831], [2.066, -1.031, -3.478], [2.474, -2.067, -4.316], [4.039, -1.672, -8.127], [5.030, -3.394, -10.278], [5.368, -5.806, -10.728], [4.800, -7.500, -9.040], [3.869, -6.836, -6.832], [3.557, -0.104, -6.859], [2.761, 1.591, -5.272], [1.659, -1.205, -2.470], [2.374, -3.098, -4.008]]
}

[3]
{
  "formula": "C4H9O3",
  "method": "ωB97M-V/def2-TZVPD",
  "charge": -1,
  "spin_multiplicity": 1,
  "orbital_gap_ev": 8.3,
  "relative_energy_kcal_mol": 8.9,
  "species": ["C", "C", "O", "H", "H", "H", "H", "H", "H", "C", "C", "O", "O", "H", "H", "H"],
  "coordinates": [[-0.889, -0.156, 0.983], [-1.613, -0.166, 2.298], [0.490, -0.398, 1.210], [-1.278, -0.864, 0.241], [-0.963, 0.780, 0.408], [-1.300, 0.620, 2.990], [0.812, -0.941, 0.439], [-1.508, -1.159, 2.728], [-2.686, 0.037, 2.169], [1.566, 0.916, -1.758], [0.915, -0.446, -2.120], [0.503, -0.585, -3.280], [0.916, -1.320, -1.196], [1.691, 0.963, -0.682], [0.854, 1.662, -2.108], [2.490, 1.057, -2.322]]
}

[4]
{
  "formula": "C5H11BN2O2",
  "method": "ωB97M-V/def2-TZVPD",
  "spin_multiplicity": 1,
  "orbital_gap_ev": 8.5,
  "relative_energy_kcal_mol": 61.3,
  "species": ["B", "C", "C", "C", "C", "C", "N", "N", "O", "O", "H", "H", "H", "H", "H", "H", "H", "H", "H", "H", "H"],
  "coordinates": [[1.551, 0.148, -0.025], [-0.645, 1.804, -0.333], [-1.993, 1.562, -0.409], [-0.049, 0.507, -0.322], [1.145, -0.128, 1.585], [-1.054, -1.762, -0.969], [-2.240, 0.221, -0.434], [-1.037, -0.401, -0.471], [2.556, 1.278, -0.119], [2.029, -1.141, -0.595], [-0.143, 2.764, -0.314], [-2.953, 2.217, -0.549], [0.301, -0.858, 1.722], [0.991, 0.708, 2.293], [2.026, -0.563, 2.165], [-1.151, -2.495, -0.082], [-1.755, -1.873, -1.841], [-0.046, -1.924, -1.311], [-3.183, -0.307, -0.430], [2.694, 1.518, 0.871], [2.956, -1.274, -0.434]]
}

[5]
{
  "formula": "C43H45NO9",
  "method": "ωB97M-V/def2-TZVPD",
  "spin_multiplicity": 1,
  "orbital_gap_ev": 8.4,
  "relative_energy_kcal_mol": 0.0,
  "species": ["C", "H", "O", "C", "C", "C", "C", "C", "C", "H", "H", "O", "C", "C", "C", "C", "C", "C", "C", "C", "C", "C", "H", "H", "H", "H", "H", "O", "C", "H", "C", "O", "N", "C", "C", "H", "H", "H", "C", "H", "H", "C", "C", "O", "O", "C", "H", "H", "C", "O", "C", "C", "C", "C", "H", "O", "C", "C", "C", "C", "C", "C", "H", "H", "O", "C", "H", "H", "H", "H", "H", "H", "H", "C", "C", "C", "C", "C", "C", "H", "H", "H", "H", "H", "H", "H", "H", "H", "H", "H", "H", "H", "H", "H", "H", "H", "H", "H"],
  "coordinates": [[2.369, -6.177, 3.171], [1.370, -5.861, 3.483], [2.638, -5.798, 1.843], [2.605, -4.467, 1.531], [2.364, -3.439, 2.428], [2.342, -2.119, 2.001], [2.542, -1.807, 0.666], [2.805, -2.844, -0.233], [2.840, -4.150, 0.192], [3.046, -4.952, -0.501], [2.974, -2.593, -1.268], [2.506, -0.560, 0.112], [2.202, 0.570, 0.905], [3.446, 1.158, 1.510], [3.679, 2.460, 1.506], [2.691, 3.452, 0.955], [3.253, 4.212, -0.243], [2.483, 4.369, -1.388], [2.977, 5.073, -2.472], [4.241, 5.633, -2.424], [5.006, 5.495, -1.278], [4.515, 4.791, -0.193], [5.119, 4.703, 0.698], [5.989, 5.939, -1.227], [4.627, 6.182, -3.270], [2.369, 5.184, -3.358], [1.491, 3.944, -1.424], [1.447, 2.845, 0.666], [1.566, 1.619, -0.023], [2.206, 1.723, -0.911], [0.166, 1.193, -0.448], [-0.110, 1.658, -1.755], [-1.031, 0.807, -2.363], [-1.402, 1.096, -3.537], [-0.937, 2.276, -4.334], [-0.143, 1.967, -5.013], [-0.542, 3.035, -3.664], [-1.754, 2.687, -4.923], [-2.368, 0.162, -4.207], [-1.953, -0.134, -5.174], [-3.297, 0.708, -4.394], [-2.690, -1.074, -3.370], [-3.506, -0.678, -2.159], [-4.373, 0.155, -2.166], [-3.174, -1.408, -1.088], [-3.803, -1.068, 0.139], [-3.798, -1.978, 0.742], [-4.833, -0.744, -0.047], [-3.062, 0.085, 0.829], [-4.013, 1.002, 1.326], [-3.409, 2.233, 1.700], [-2.271, 2.003, 2.653], [-1.693, 0.819, 2.772], [-2.146, -0.377, 1.982], [-2.728, -1.037, 2.643], [-1.013, -1.055, 1.465], [-0.990, -2.428, 1.506], [-0.552, -3.096, 0.371], [-0.423, -4.472, 0.364], [-0.747, -5.209, 1.498], [-1.191, -4.536, 2.635], [-1.305, -3.162, 2.645], [-1.626, -2.665, 3.549], [-1.437, -5.115, 3.513], [-0.665, -6.566, 1.604], [-0.108, -7.286, 0.529], [0.919, -6.965, 0.330], [-0.107, -8.328, 0.845], [-0.711, -7.185, -0.379], [-0.072, -4.956, -0.532], [-0.306, -2.521, -0.506], [-0.867, 0.650, 3.447], [-1.948, 2.848, 3.241], [-2.976, 3.040, 0.477], [-3.713, 2.918, -0.695], [-3.350, 3.623, -1.828], [-2.255, 4.469, -1.800], [-1.518, 4.595, -0.636], [-1.872, 3.883, 0.497], [-1.269, 3.983, 1.385], [-0.655, 5.244, -0.605], [-1.976, 5.027, -2.682], [-3.929, 3.506, -2.732], [-4.559, 2.249, -0.724], [-4.213, 2.782, 2.211], [-2.436, 0.571, 0.067], [-1.784, -1.573, -3.035], [-3.288, -1.772, -3.961], [0.078, 0.104, -0.428], [-0.541, 1.632, 0.265], [2.460, 4.190, 1.739], [4.589, 2.866, 1.918], [4.162, 0.452, 1.906], [1.466, 0.316, 1.682], [2.162, -1.349, 2.735], [2.189, -3.643, 3.473], [2.422, -7.265, 3.183], [3.115, -5.771, 3.863]]
}

[6]
{
  "formula": "C5H11NO",
  "method": "ωB97M-V/def2-TZVPD",
  "spin_multiplicity": 1,
  "orbital_gap_ev": 9.6,
  "relative_energy_kcal_mol": 33.7,
  "species": ["O", "C", "C", "C", "C", "C", "N", "H", "H", "H", "H", "H", "H", "H", "H", "H", "H", "H"],
  "coordinates": [[2.270, 1.234, -0.693], [2.229, 0.101, -0.278], [1.276, -0.349, 0.782], [0.143, -1.200, 0.188], [-0.553, -0.513, -0.996], [-1.865, 1.044, 0.429], [-1.065, 0.831, -0.759], [2.908, -0.659, -0.699], [0.884, 0.519, 1.308], [1.801, -0.946, 1.531], [0.416, -2.218, -0.073], [-0.611, -1.224, 0.986], [-1.369, -1.124, -1.388], [0.164, -0.395, -1.812], [-1.962, 2.112, 0.626], [-1.472, 0.606, 1.358], [-2.886, 0.682, 0.292], [-0.309, 1.500, -0.803]]
}